Record 1
DFT (the ωB97M-V functional and the def2-TZVPD basis) results for a structure of composition C42H50HfI2N8O2P at a distorted geometry.

XYZ file:
```
106
Properties=species:S:1:pos:R:3:mulliken_charge:R:1
C -2.525 -3.987 -2.438 -0.455
C -1.695 -1.700 -2.242 -0.019
H -3.130 -4.895 -0.602 0.526
C -3.959 1.407 1.542 -2.011
H -0.330 4.962 -0.071 0.487
C 4.060 0.384 -4.437 -0.915
H 0.068 3.408 -3.122 0.161
C 1.817 -3.582 6.140 -0.789
H -4.134 0.333 1.502 0.419
C 1.906 0.972 2.885 -1.609
C -2.013 -2.818 -3.067 1.139
C -3.075 1.839 0.408 1.373
H -0.618 0.503 -4.418 0.960
H 2.125 1.319 0.758 -0.046
H 1.500 0.814 -4.752 0.583
C -2.746 -4.006 -1.076 -0.178
N 3.372 1.650 -4.616 0.236
C -0.656 0.424 2.209 -0.291
N -0.428 -0.702 6.553 -0.041
H -0.282 -0.541 7.543 0.278
H -5.345 0.685 -0.306 0.422
C -4.651 0.616 -1.134 -1.729
H -2.219 0.102 4.183 0.270
H -4.922 1.910 1.480 0.583
C 4.135 2.723 -3.998 -0.978
C -3.428 1.460 -0.905 0.775
C -1.643 3.301 1.950 -1.835
H 1.548 2.576 -4.465 0.450
H 5.105 2.802 -4.491 0.312
H -0.482 -4.359 3.798 0.381
N 4.257 0.104 -3.024 0.253
C 1.427 -2.186 -0.114 0.760
H 0.595 3.671 0.665 0.283
C 1.234 -4.277 5.082 0.616
C -1.941 2.647 0.627 0.860
C 2.185 -3.257 0.395 -1.694
C -0.992 -0.442 -4.043 -0.507
C -1.331 -1.460 -4.933 -1.901
H -4.148 2.369 -3.527 0.486
C -1.814 -2.656 -4.449 -0.856
H 5.184 0.978 -1.361 0.365
H 2.911 -5.291 4.242 0.367
H -1.672 0.202 1.924 -0.298
N -1.255 0.076 4.487 0.210
C 1.463 1.028 1.567 0.110
C 0.038 3.946 -0.232 -2.081
H 0.729 3.984 -1.071 0.521
I -2.809 -2.809 1.772 0.201
H -3.599 0.697 -3.544 0.503
H 2.776 3.583 -1.888 0.437
H 3.269 -0.424 -1.292 0.484
H -2.295 2.975 2.749 0.421
H 5.033 0.439 -4.930 0.299
Hf -0.540 0.635 -0.877 0.205
H -2.579 1.964 -4.196 0.513
P 1.807 1.302 -2.314 2.954
H -1.791 4.375 1.841 0.483
C -0.313 0.366 3.575 0.282
C -2.706 1.944 -2.020 1.194
N 4.346 2.453 -2.586 0.203
H 2.932 1.216 3.108 0.603
H 6.004 1.240 -2.913 0.310
H 1.533 -4.013 0.837 0.434
H -5.192 0.914 -2.026 0.460
H 2.715 -3.966 6.599 0.464
H -4.368 -0.433 -1.240 0.265
C -1.558 2.753 -1.813 0.766
H 3.605 3.669 -4.121 0.406
C 5.029 1.183 -2.424 -0.919
O -1.603 1.234 6.432 -0.579
C 0.086 -1.916 6.047 0.155
H 1.342 -5.922 3.706 0.331
H -0.616 3.159 2.277 0.354
C -1.113 0.262 5.934 0.082
C -1.128 3.017 -0.475 0.961
H 2.530 -1.010 -2.807 0.388
C 1.036 0.629 3.899 -0.463
I -2.932 -5.731 -3.556 0.189
N -1.138 -0.542 -2.725 0.492
C -0.544 -2.641 5.045 0.136
H -3.543 1.650 2.511 0.109
H 1.940 -6.269 5.325 0.399
H 2.762 -3.711 -0.414 0.390
C 2.012 1.618 -4.209 -1.660
H -1.214 -1.306 -5.994 0.563
C 1.254 -2.417 6.617 -0.600
C 0.036 -3.802 4.566 -0.667
C -2.494 -2.878 -0.298 0.065
N 0.193 0.746 1.227 1.128
H 1.367 0.587 4.924 0.624
C 3.168 2.565 -1.800 -1.559
H 1.710 -1.895 7.446 0.447
C -3.275 1.725 -3.400 -2.537
H 3.427 2.375 -0.751 0.501
C 3.035 -0.161 -2.331 -1.492
H -2.062 -3.462 -5.124 0.290
O -1.776 -0.622 -0.139 0.101
H 3.480 -0.424 -4.891 0.381
H -1.055 4.658 -2.601 0.397
H -1.505 -2.333 4.661 0.423
C -1.982 -1.718 -0.858 -0.690
N 0.835 -1.298 -0.554 -0.184
H 2.872 -2.904 1.166 0.349
C -0.982 3.615 -2.911 -1.720
C 1.889 -5.509 4.548 -1.574
H -1.543 3.531 -3.834 0.545
```

Values from the calculation:
Energy above the lowest of the compared OMol25 structures with the same formula, charge and spin: 96.2 kJ/mol
LUMO level: -8.9 eV
Charge: +3
HOMO-LUMO gap: 0.2079 Eh


Record 2
DFT (the ωB97M-V functional and the def2-TZVPD basis) results for a structure of composition C42H50InN9O6.

XYZ file:
```
108
Properties=species:S:1:pos:R:3:mulliken_charge:R:1
H 2.658 0.470 2.440 0.100
C -3.346 2.751 1.240 0.250
H -0.450 3.489 -1.499 -0.476
H -2.011 -5.154 -3.983 0.282
C 0.792 1.498 -4.418 -1.262
H -3.568 -4.426 -3.580 0.488
H -3.393 0.737 -1.037 0.004
In 0.141 -0.469 1.176 1.081
H -2.403 6.254 -0.137 0.386
H -0.464 -0.972 -3.653 0.582
H -1.481 3.871 -3.728 0.400
C -2.090 3.814 -2.824 -1.320
C 0.209 -3.474 -4.454 -1.740
C 1.921 -0.687 -4.107 -0.285
H -0.911 3.088 5.350 0.493
C -0.346 3.131 4.431 -0.691
H 0.098 5.531 -2.645 0.439
O -0.747 0.658 5.631 -0.489
H -3.088 -3.686 -1.148 0.477
C -2.430 2.867 0.180 0.091
O -1.099 -2.453 2.464 -0.576
C -3.741 1.339 3.302 -1.671
H -2.967 -3.068 2.015 0.387
N 3.362 -0.179 2.765 -0.251
C 0.088 0.644 4.585 0.275
C -0.049 -1.520 -2.792 0.416
N 4.590 -4.586 2.504 -0.380
C 1.086 3.101 2.111 0.901
H -2.946 4.482 -2.939 0.347
C 2.490 -2.574 -1.182 1.639
O 2.479 4.070 0.376 -0.501
H -3.150 0.632 1.390 -0.830
O 0.657 -0.344 4.212 -0.433
H 3.285 2.433 -3.656 0.463
H 2.810 -4.616 -1.291 0.494
H -5.508 0.099 1.577 0.406
C 3.007 -2.510 0.198 -1.143
H -0.579 5.242 4.120 0.449
N -1.732 1.787 -0.394 1.147
C 1.922 -4.025 -3.197 -0.902
H -3.853 0.303 3.623 0.454
N 3.995 -2.384 2.680 -0.727
H -2.458 2.794 -2.731 0.210
H -4.576 3.842 2.612 0.357
H 0.698 5.226 2.018 0.222
C 1.720 -3.164 -4.546 -0.183
H -0.848 -0.250 5.950 0.382
H -1.423 -3.242 -0.791 0.033
H 0.105 1.047 -5.137 0.310
C 0.564 4.304 2.569 -0.845
C -5.228 1.114 1.291 -1.877
H -0.164 6.004 -0.967 0.381
H 2.395 -4.949 -3.532 0.674
C -1.893 -3.259 -2.910 0.836
C -0.651 5.600 -1.856 -2.029
H -2.006 -0.092 -2.823 0.385
N -0.618 -0.940 -1.587 0.865
C 2.114 -1.739 -4.901 -1.798
H 2.137 -3.794 -5.332 0.762
C -2.141 -2.345 1.790 -0.254
H -4.532 1.931 3.768 0.371
C -2.551 -4.209 -3.911 -1.789
N 2.342 -1.435 -1.942 -0.095
H 2.568 0.830 -5.431 0.509
H -3.940 6.058 1.765 0.401
C 3.096 1.387 -3.406 -1.395
C -1.257 4.220 -1.599 1.779
H -1.785 -4.852 -1.434 0.388
C 4.017 -3.496 1.946 0.398
H -1.416 6.308 -2.178 0.396
C 2.140 0.763 -4.427 0.407
N 3.556 -3.613 0.700 -0.609
H -5.949 1.808 1.728 0.416
H 0.929 2.547 -4.686 0.575
C 0.231 1.976 3.918 0.559
C 1.802 2.981 0.790 0.437
H -2.611 -3.768 -4.907 0.428
C 1.445 -1.178 -2.787 -0.516
H -0.365 -3.723 -5.335 0.361
C -1.584 -0.155 -1.803 0.397
O 1.771 1.996 0.118 -0.392
H 2.518 4.757 1.051 0.346
C -2.056 -3.796 -1.483 -1.328
C 3.399 -1.350 2.095 0.511
C -0.406 -2.975 -3.175 2.070
C -3.517 5.166 1.320 -1.528
O -2.379 -1.502 0.889 -0.303
H 2.671 1.335 -2.403 0.136
H 0.343 1.449 -3.423 -0.067
C -3.869 3.918 1.795 -0.743
C 0.415 -4.231 -3.161 -0.642
H 2.488 -1.592 -5.911 0.423
C -2.652 5.270 0.240 -0.571
H -2.783 1.708 3.669 0.302
C 2.475 -3.746 -1.839 -0.538
C -3.803 1.411 1.774 2.330
H -5.303 1.195 0.205 0.396
N 2.873 -1.363 0.854 -0.435
N 0.930 1.959 2.778 -0.064
H -0.027 -5.159 -2.825 0.485
H 3.482 -0.252 3.761 0.298
C -2.110 4.139 -0.347 0.466
H -2.436 -2.310 -2.966 0.157
H 4.793 -4.552 3.487 0.257
C -0.162 4.317 3.747 -0.903
C -2.303 0.802 -0.939 -1.902
H 4.480 -5.471 2.045 0.242
H 4.043 0.848 -3.395 0.375
```

Values from the calculation:
Energy above the lowest of the compared OMol25 structures with the same formula, charge and spin: 479.3 kJ/mol
LUMO level: -0.5 eV
HOMO-LUMO gap: 0.2348 Eh


Record 3
DFT (the ωB97M-V functional and the def2-TZVPD basis) results for a structure of composition C42H52Cl3CsGe2N5O2S3Si at a distorted geometry.

XYZ file:
```
111
Properties=species:S:1:pos:R:3:mulliken_charge:R:1
H 1.022 -1.755 1.967 -2.691
H 4.677 -2.159 -1.636 0.355
C -4.079 1.617 -0.995 -0.098
N 2.259 3.070 2.065 0.460
N -3.867 0.335 -0.982 -1.146
N -0.917 -1.379 1.329 0.439
C 0.010 -1.757 2.395 2.265
C 2.768 -5.340 0.303 -0.678
H -1.830 7.144 -0.351 0.361
H -0.333 -1.575 6.842 0.367
N -4.992 2.017 -1.983 -0.522
H -0.182 -0.419 -2.586 0.869
C -6.875 -2.043 0.333 -0.777
C 0.546 4.962 -3.185 -0.264
H 0.547 -3.756 3.302 0.427
Si -0.421 5.107 -0.488 0.312
O 0.975 1.715 -2.545 -0.100
C -4.450 -3.254 -0.224 0.258
H -1.787 -4.534 3.409 0.337
H -2.507 3.888 -2.213 0.029
H 2.646 0.378 6.582 0.376
H 3.467 -1.365 3.615 0.148
Ge -1.697 4.068 3.710 0.534
H -7.781 -3.866 -0.360 0.356
H 0.712 -4.979 -0.211 0.512
C 2.999 -2.595 0.441 0.529
C -1.723 3.757 -4.209 -0.573
H -1.207 -2.529 -3.379 0.628
C -4.463 -1.958 0.283 -0.181
C 4.093 -3.387 0.762 -0.786
N -2.946 -0.099 -0.045 1.455
C 3.414 -0.779 -2.683 0.604
H 0.381 0.280 3.036 0.256
H -1.751 6.314 1.214 0.210
C -0.535 4.728 -2.328 0.574
C -0.638 4.000 -5.044 -0.500
S -3.486 2.860 0.047 -0.195
H -0.675 3.710 -6.088 0.368
C 3.352 0.683 -3.100 -1.023
C 1.235 5.954 -0.148 -1.050
Cl -2.762 5.873 4.630 -0.490
H 1.351 4.798 -5.168 0.372
H -2.793 5.670 -0.063 0.228
C 2.882 -2.029 4.255 -1.123
H 5.526 -0.741 -2.215 0.525
H -4.910 2.991 -2.224 0.290
H 2.676 -6.418 0.258 0.369
H -7.821 -1.563 0.555 0.363
C 3.977 -4.765 0.678 -0.646
Cl 0.427 5.211 3.498 -0.600
H -5.607 -4.946 -0.861 0.363
C 0.103 -0.849 -3.537 -0.913
C -6.853 -3.334 -0.182 -0.320
H 1.175 1.239 6.078 0.263
H 4.106 0.922 -3.855 0.428
C 1.671 -4.538 0.028 -0.743
C 0.480 -2.136 6.378 -1.303
C 0.858 -1.906 -5.999 -0.520
Cs -0.306 1.232 -0.044 0.875
H 2.610 -2.911 3.675 0.262
C 1.988 0.597 5.738 -1.152
H 1.212 -2.388 7.149 0.399
H 2.143 -0.188 -6.171 0.397
C -1.841 6.163 0.137 -0.918
C 0.048 -0.665 3.489 -0.325
C 3.009 2.427 1.459 -0.473
S 1.761 1.331 -3.738 0.040
C 1.780 -3.155 0.092 -0.143
H 4.520 0.643 -0.363 0.625
H 0.062 -3.053 5.962 0.405
C -2.576 -2.830 2.318 -1.156
C -5.690 -1.359 0.557 -0.029
H -0.529 -3.483 -5.565 0.383
C 4.591 -1.075 -1.749 -1.196
H -5.704 -0.347 0.940 0.463
S 3.041 -0.809 0.624 0.254
H 1.326 6.886 -0.720 0.416
C 1.047 -0.208 -4.324 0.188
C 1.422 -0.719 -5.558 -0.396
C -1.673 4.117 -2.870 -0.126
H 3.501 1.356 -2.251 0.346
C -0.465 -2.032 -3.989 -0.741
H 5.024 -2.938 1.091 0.393
H 1.636 3.717 2.580 -0.013
H 3.517 -2.342 5.089 0.511
C -3.184 -1.224 0.514 -0.617
H 1.144 -2.315 -6.960 0.378
H 2.078 5.310 -0.404 0.231
H 1.449 5.422 -2.797 0.287
Ge 1.298 -1.062 4.943 0.641
H 1.300 6.194 0.913 0.261
H -2.609 3.268 -4.597 0.375
C 0.497 4.609 -4.526 -0.622
H 4.825 -5.393 0.923 0.394
H -3.495 -3.729 -0.414 0.456
H -5.044 1.373 -2.758 0.215
C -1.548 -3.574 2.957 -0.992
H -3.605 -3.152 2.361 0.505
H 0.916 -2.513 -0.055 0.618
H 5.374 -0.757 0.252 0.546
Cl -1.156 3.040 5.679 -0.461
C -5.636 -3.937 -0.463 -0.748
C -2.165 -1.812 1.450 -0.453
H -0.951 -0.495 3.898 0.411
H 3.511 -1.405 -3.573 0.511
O 1.890 -0.301 -0.167 -0.180
C -0.267 -3.139 2.929 -0.466
C -0.084 -2.561 -5.214 -0.559
H 2.556 1.158 4.992 0.298
C 4.521 -0.449 -0.359 -0.927
H 2.484 -1.061 -2.194 -0.381
```

Values from the calculation:
Energy above the lowest of the compared OMol25 structures with the same formula, charge and spin: 244.5 kJ/mol
LUMO level (alpha / beta): 3.0 / 3.0 eV
Spin multiplicity: 2
Charge: -2
HOMO-LUMO gap (alpha / beta): 0.1492 / 0.1492 Eh


Record 4
DFT (the ωB97M-V functional and the def2-TZVPD basis) results for a structure of composition C42H52N4O3Zr.

XYZ file:
```
102
Properties=species:S:1:pos:R:3:mulliken_charge:R:1
C 0.499 -0.347 2.173 0.996
H -2.358 -2.371 5.859 0.435
H -5.807 -2.634 -1.852 0.508
C -4.372 -1.671 -3.939 -1.632
H -2.031 3.549 -5.742 0.437
H -4.963 -1.712 4.474 0.459
H 2.797 -2.644 3.129 0.356
C 3.977 -1.834 -2.011 0.503
H 1.542 -2.823 5.325 0.435
H -2.496 1.860 -5.632 0.415
C 1.861 5.449 1.315 -0.884
C 0.005 2.187 -4.609 -1.460
C -1.316 2.612 -3.948 2.173
H 3.596 6.672 1.626 0.459
C 0.611 -0.994 3.411 -1.329
H -0.477 -2.153 4.797 0.756
C 2.273 0.472 4.585 -1.358
H -2.798 -1.029 1.427 1.290
H 1.479 0.930 5.178 0.350
C -3.578 -3.371 2.779 -1.392
C -4.070 -1.259 4.042 -1.577
N 2.270 3.270 0.437 -0.064
H -0.370 3.952 -2.493 0.170
C -3.334 -0.239 -2.186 -0.924
H 2.450 1.087 3.703 0.043
N 4.444 0.320 -1.031 -1.347
H 6.754 -3.502 -2.990 0.415
H 0.372 3.963 0.874 0.581
H -6.676 -0.586 -2.909 0.474
H -3.333 3.086 -4.654 0.436
C -1.778 -1.681 3.164 -1.331
N -0.593 0.181 0.211 0.457
H -3.890 -2.906 1.841 0.189
H 6.362 2.767 0.744 0.393
C 4.100 4.743 0.829 -0.664
H 5.039 -5.143 -3.671 0.414
C 5.924 2.595 -0.242 -1.738
H 6.074 -1.378 -1.926 0.472
C 1.778 -1.774 5.512 -2.275
C -0.711 -0.438 1.397 -0.013
C -0.955 1.241 -1.802 1.153
C -3.016 -2.342 3.772 1.890
O 1.489 0.353 1.641 -1.126
H -3.612 -3.532 5.458 0.438
H 2.647 -4.671 -3.291 0.418
C -2.703 -3.060 5.086 -2.225
H 5.163 4.934 0.796 0.491
C -2.364 2.775 -5.051 -2.179
H -2.088 4.285 -2.785 0.360
H 3.235 -1.064 2.464 0.140
C 5.331 -2.103 -2.226 -0.249
H 6.363 1.706 -0.680 0.335
C -4.586 -1.016 -2.566 1.975
O 0.196 1.812 -1.564 -1.309
H -0.106 1.226 -5.115 0.354
N 3.788 1.396 -0.483 0.991
C -0.529 -1.646 3.846 0.843
C -1.855 -1.076 1.945 -0.682
C -2.597 -0.503 -1.083 -0.654
H -5.626 0.740 -3.381 0.337
H -5.265 -2.228 -4.221 0.457
C -2.896 0.816 -3.060 -0.070
H 1.963 -2.548 -2.226 0.409
H -4.455 -3.856 3.209 0.488
H 3.183 0.475 5.185 0.486
C 4.452 2.439 -0.127 0.903
C 3.219 5.715 1.292 -0.474
H 1.021 -1.354 6.177 0.455
C -5.773 -0.041 -2.634 -1.650
C -1.744 1.554 -2.931 -0.325
H -3.695 -0.512 4.744 0.370
H 2.729 -1.746 6.044 0.428
C -1.412 0.258 -0.830 -0.337
H -3.520 1.015 -3.919 0.551
H 6.161 3.460 -0.865 0.406
H -2.851 -1.326 -0.438 1.149
C 4.740 -4.214 -3.204 -0.387
C 1.428 4.210 0.878 -0.140
H -4.104 -2.845 -1.473 0.402
H 0.289 2.927 -5.358 0.483
H -2.841 -4.142 2.551 0.359
H -1.958 -3.847 4.955 0.427
H -0.880 4.725 -3.991 0.479
C 3.039 -1.611 3.385 -1.471
C 3.009 -2.762 -2.395 -0.301
C 1.912 -0.975 4.214 2.183
C 3.599 3.529 0.406 0.221
H -3.531 -2.366 -3.916 0.364
H 3.959 -1.620 3.972 0.477
C -4.905 -2.106 -1.545 -1.974
Zr 1.541 1.183 -0.174 2.148
H 1.145 6.179 1.662 0.447
C 5.707 -3.291 -2.822 -0.757
C 3.573 -0.579 -1.384 0.398
H -4.187 -0.936 -4.725 0.357
C 3.394 -3.950 -2.991 -0.781
O 2.271 -0.368 -1.185 -0.758
H 0.819 2.108 -3.890 0.124
H -5.945 0.437 -1.668 0.380
H -5.095 -1.689 -0.552 0.371
H -4.368 -0.746 3.125 0.297
C -1.152 3.972 -3.251 -1.525
```

Values from the calculation:
Energy above the lowest of the compared OMol25 structures with the same formula, charge and spin: 0.0 kJ/mol
LUMO level: -8.0 eV
Charge: +2
HOMO-LUMO gap: 0.1978 Eh